(1)
Below is a 11-piece molecular cluster, C57H60N8O25S overall at a distorted geometry, with properties calculated with wB97M-V/def2-TZVPD.

The geometry in XYZ format:
```
151
C57H60N8O25S (wB97M-V/def2-TZVPD)
O 0.56079 -1.68919 6.77965
N 0.69181 -2.39191 5.80235
O -0.21978 -2.89207 5.17686
C 2.05613 -2.60367 5.28632
C 3.10360 -2.51349 6.17580
C 4.38892 -2.62403 5.65462
C 4.58159 -2.80434 4.30015
C 3.51174 -2.84197 3.41360
C 2.22402 -2.79643 3.92792
H 3.00812 -2.45251 7.24879
H 5.24322 -2.54149 6.31346
H 5.56642 -2.92510 3.85950
H 3.53660 -3.01871 2.34637
H 1.33045 -2.72360 3.32189
O 0.20948 -1.36689 -3.70904
N -0.39097 -0.69149 -4.50604
O -0.39673 0.52809 -4.55293
C -1.19909 -1.40673 -5.49200
C -1.32226 -2.77525 -5.38715
C -2.16642 -3.49546 -6.20148
C -2.95768 -2.77822 -7.08618
C -2.79585 -1.41751 -7.26434
C -1.91338 -0.73262 -6.46096
H -0.66409 -3.31965 -4.72036
H -2.18858 -4.56987 -6.11286
H -3.65482 -3.28316 -7.74700
H -3.37119 -0.88512 -8.00701
H -1.67342 0.30736 -6.64636
O 2.99011 4.29304 -1.83522
N 2.25545 5.10543 -1.32096
O 2.61077 6.02153 -0.60477
C 0.81854 4.97336 -1.57113
C -0.09363 5.66771 -0.80564
C -1.45086 5.35936 -0.87660
C -1.84476 4.32232 -1.70577
C -0.93571 3.64727 -2.51938
C 0.38620 4.06068 -2.51607
H 0.18168 6.48809 -0.15491
H -2.12672 5.98172 -0.30949
H -2.91222 4.14840 -1.80059
H -1.26988 2.82950 -3.14324
H 1.11039 3.48570 -3.08356
O -3.03330 -2.88031 -0.77613
N -3.91058 -3.38764 -1.44554
O -4.44872 -2.85465 -2.39499
C -4.39341 -4.70835 -1.03712
C -3.57512 -5.48768 -0.24371
C -4.10005 -6.62141 0.35181
C -5.38742 -7.05859 0.02589
C -6.15734 -6.30391 -0.84227
C -5.64629 -5.14587 -1.41481
H -2.58181 -5.19526 0.06621
H -3.59319 -7.14074 1.15543
H -5.74482 -8.00062 0.41858
H -7.07599 -6.71199 -1.24347
H -6.26185 -4.62435 -2.13375
O 6.46161 1.63710 5.10641
N 7.16576 1.11247 4.26835
O 8.37651 1.07966 4.30646
C 6.52871 0.58204 3.05529
C 5.15207 0.61353 2.89250
C 4.50964 0.07559 1.79130
C 5.29845 -0.47201 0.78462
C 6.68763 -0.43610 0.88034
C 7.28444 0.03261 2.03707
H 4.54808 1.08419 3.65933
H 3.43732 0.04853 1.69636
H 4.87751 -1.04242 -0.03522
H 7.26436 -0.89036 0.08743
H 8.36807 0.02890 2.08786
O -6.46899 3.63671 -1.39382
N -6.34636 3.07360 -2.46625
O -7.06687 3.27188 -3.41965
C -5.22398 2.13538 -2.60520
C -4.83193 1.77386 -3.87536
C -3.86094 0.78383 -4.00805
C -3.33648 0.15064 -2.89670
C -3.69055 0.63281 -1.63122
C -4.64048 1.62029 -1.46253
H -5.38299 2.14916 -4.72469
H -3.72016 0.42058 -5.01755
H -2.67902 -0.70630 -2.93883
H -3.20888 0.20162 -0.76481
H -4.95722 1.91531 -0.47449
O 2.34186 -9.67739 -1.38343
N 1.38023 -9.03929 -1.01537
O 0.37124 -9.51168 -0.52360
C 1.43504 -7.57043 -1.15417
C 0.35307 -6.84340 -0.71284
C 0.47709 -5.45905 -0.70915
C 1.64441 -4.82731 -1.09763
C 2.74968 -5.59255 -1.43597
C 2.63145 -6.97379 -1.49079
H -0.51487 -7.30768 -0.27408
H -0.38475 -4.86837 -0.41746
H 1.70117 -3.74621 -1.05982
H 3.68505 -5.17722 -1.78634
H 3.44527 -7.57297 -1.87376
O -2.92583 2.11583 1.46340
N -2.75151 2.81404 2.43296
O -1.69760 3.38255 2.68150
C -3.87817 3.03095 3.36684
C -5.04683 2.32788 3.12928
C -6.11566 2.53133 3.98914
C -6.00860 3.52495 4.95189
C -4.86182 4.27450 5.11965
C -3.73598 3.97406 4.36542
H -5.01203 1.59662 2.33513
H -7.04008 2.00776 3.79344
H -6.90945 3.76362 5.50615
H -4.81019 5.06347 5.85573
H -2.77152 4.42367 4.54969
C 1.26146 2.93306 1.45055
C 0.73958 1.51604 1.55807
O 1.32999 0.81851 0.44005
S 0.73806 -0.66631 0.21685
C -0.46838 -0.18750 -0.96522
O 1.78465 -1.40681 -0.41175
O 0.07701 -1.03817 1.42591
H 0.99349 3.59644 2.26380
H 0.84985 3.35701 0.54043
H 2.34962 2.85340 1.39665
H 1.04231 1.09494 2.51731
H -0.34578 1.47488 1.48040
H -0.87724 -1.11917 -1.35914
H 0.01022 0.27688 -1.82789
H -1.10545 0.55213 -0.49290
C 2.11409 1.28413 -6.53546
O 2.46153 1.83782 -5.27443
C 2.95094 1.06582 -4.29803
O 3.54089 0.03940 -4.47341
O 2.68126 1.66785 -3.15256
C 3.41986 1.24827 -2.00759
H 1.24342 1.82013 -6.91222
H 1.71785 0.27261 -6.39018
H 2.96488 1.31452 -7.20887
H 3.43399 0.16077 -2.00643
H 2.95020 1.64030 -1.11528
H 4.42440 1.67480 -1.99895
C 0.92765 7.37806 4.19428
O 2.13932 6.73747 3.85474
C 2.56719 5.82047 4.71446
O 2.07999 5.57140 5.78194
O 3.66140 5.27409 4.20852
C 4.21525 4.14017 4.84059
H 0.95599 7.74783 5.22140
H 0.06509 6.73553 4.03473
H 0.83125 8.27633 3.58547
H 5.25248 3.98749 4.56932
H 3.55404 3.28210 4.70343
H 4.26354 4.23258 5.93428
```

Structure (SMILES): O=[N+]([O-])c1ccccc1.O=[N+]([O-])c1ccccc1.O=[N+]([O-])c1ccccc1.O=[N+]([O-])c1ccccc1.O=[N+]([O-])c1ccccc1.O=[N+]([O-])c1ccccc1.O=[N+]([O-])c1ccccc1.O=[N+]([O-])c1ccccc1.CCOS(C)(=O)=O.COC(=O)OC.COC(=O)OC
HOMO level, eV: -9.8
Frontier orbital gap, eV: 8.76
Molar mass, g/mol: 1289.2

(2)
Below is C60H65BaFN6OPSb as an isolated structure at a distorted geometry, with properties calculated with wB97M-V/def2-TZVPD.

The geometry in XYZ format:
```
136
C60H65BaFN6OPSb (wB97M-V/def2-TZVPD)
Ba 1.26329 0.23854 -0.17176
N -0.72364 -2.82057 3.11775
P -1.40107 -1.23536 3.06533
C -2.25563 -1.35029 4.70242
C -1.61822 -1.91686 5.80602
C -2.22780 -1.92426 7.04355
C -3.47509 -1.34312 7.20996
C -4.10305 -0.75085 6.12611
C -3.50236 -0.76371 4.87922
C -0.07586 -0.21700 3.83124
C 1.17004 -0.69093 4.21256
C 2.02323 0.12434 4.93440
C 1.63494 1.40946 5.27707
C 0.39922 1.89464 4.87751
C -0.45071 1.08382 4.15457
C -0.53949 -3.49341 1.93500
C -0.46406 -4.89103 1.89269
C -0.27136 -5.49785 0.67022
C -0.15625 -4.70318 -0.46555
C -0.24190 -3.32927 -0.31727
N -0.43579 -2.73369 0.84951
H -0.96918 -3.40608 3.90629
H -0.62221 -2.32475 5.70094
H -1.72248 -2.37247 7.88776
H -3.94971 -1.34620 8.18190
H -5.06426 -0.27565 6.25499
H -3.99444 -0.31024 4.03102
H 1.47004 -1.69179 3.93700
H 2.99817 -0.23616 5.23341
H 2.30600 2.03349 5.84812
H 0.11105 2.90536 5.13115
H -1.41979 1.44680 3.83413
H -0.56971 -5.47273 2.79728
H -0.22209 -6.57580 0.59502
H -0.01114 -5.14451 -1.43804
H -0.16173 -2.66554 -1.16489
C 4.82866 -1.92718 2.17080
C 3.57060 -1.69403 1.61774
N 2.97736 -0.50907 1.64760
C 3.57729 0.50186 2.26991
C 4.86734 0.38180 2.86324
C 5.49256 -0.89326 2.78143
C 5.44485 1.48213 3.51017
C 4.76291 2.67790 3.61928
C 3.47288 2.82095 3.09344
C 2.70686 4.00583 3.24469
C 1.43461 4.05293 2.73228
C 0.94772 2.95051 2.03744
N 1.64304 1.83413 1.85735
C 2.86258 1.74687 2.38710
H 5.27043 -2.91334 2.10981
H 3.01553 -2.48931 1.13953
H 6.47339 -1.02616 3.21850
H 6.42777 1.38326 3.94924
H 5.21192 3.52387 4.12089
H 3.13452 4.84671 3.77631
H 0.80880 4.92487 2.86520
H -0.04270 2.96521 1.59847
O 2.38418 -1.29267 -1.31758
N 3.14109 -1.70924 -2.27088
C 4.35787 -2.23570 -1.99446
C 5.17388 -2.70610 -2.99273
C 4.76083 -2.65223 -4.32068
C 3.50872 -2.09660 -4.58246
C 2.73276 -1.62582 -3.55601
H 4.62261 -2.26289 -0.94771
H 6.13788 -3.11253 -2.73017
H 5.38453 -3.02401 -5.11787
H 3.12771 -2.03842 -5.58806
H 1.75897 -1.18604 -3.70927
C -4.54641 5.56260 0.93803
C -3.69291 4.42836 1.48208
C -4.53877 3.53577 2.38030
C -2.54871 5.00453 2.30511
Sb -2.70265 3.04186 -0.07282
C -4.49626 2.14010 -1.19802
C -5.63477 3.10612 -1.47686
C -4.97190 0.99923 -0.30865
C -4.01942 1.53210 -2.50757
C -1.65642 4.47508 -1.50984
C -0.33601 4.84303 -0.85085
C -2.44480 5.73231 -1.83612
C -1.35715 3.70246 -2.78349
H -5.11442 6.02639 1.74820
H -5.25662 5.21259 0.19540
H -3.93029 6.33636 0.48973
H -4.84837 4.08065 3.27524
H -3.97637 2.65960 2.70092
H -5.43945 3.20364 1.86925
H -2.93625 5.55631 3.16455
H -1.95138 5.69192 1.71045
H -1.89801 4.21492 2.67833
H -6.12226 3.42502 -0.55733
H -6.39049 2.61919 -2.09773
H -5.28066 3.98095 -2.01939
H -5.32778 1.35363 0.65576
H -4.15931 0.29321 -0.13987
H -5.79152 0.46426 -0.79314
H -3.81400 2.29521 -3.25341
H -4.79700 0.87981 -2.91194
H -3.12617 0.92712 -2.36513
H -0.48168 5.30155 0.12560
H 0.21258 5.55414 -1.47279
H 0.29375 3.96146 -0.73431
H -2.48877 6.40516 -0.98202
H -3.46022 5.49492 -2.14879
H -1.96160 6.27509 -2.65266
H -0.99576 2.69855 -2.56107
H -0.57536 4.20981 -3.35004
H -2.24086 3.63214 -3.41189
C -0.96076 -0.72942 -2.95322
C -0.54718 -1.33719 -4.11670
C -0.01104 -0.58233 -5.21240
C 0.39624 -1.16819 -6.36892
C 0.31928 -2.56824 -6.54116
C -0.19507 -3.33906 -5.47731
C -0.60744 -2.75476 -4.31923
C 0.75006 -3.15250 -7.72463
N 1.12571 -3.62137 -8.71403
H -1.55701 -1.27919 -2.24244
H -1.04386 0.34711 -2.93539
H 0.05486 0.49360 -5.10418
H 0.78645 -0.56798 -7.18345
H -0.26012 -4.41412 -5.60403
H -1.00705 -3.36680 -3.51908
F 4.76616 4.97705 -3.68550
C 4.00738 4.06462 -3.00016
C 4.19617 3.91172 -1.64243
C 3.40741 2.99156 -0.96481
C 2.44717 2.19439 -1.58981
C 2.31157 2.39613 -2.96720
C 3.06334 3.32230 -3.67778
H 4.95214 4.49299 -1.13131
H 3.55699 2.91667 0.10534
H 1.58570 1.81385 -3.52116
H 2.92316 3.46304 -4.74146
```

Net charge: -1
Spin multiplicity: 2
<S²>: 0.77
HOMO level (alpha / beta), eV: -2.2 / -3.5
Frontier orbital gap (alpha / beta), eV: 4.15 / 5.53
Molar mass, g/mol: 1195.3

(3)
Below is C2H5N3 in the gas phase at a distorted geometry, with properties calculated with wB97M-V/def2-TZVPD.

The geometry in XYZ format:
```
10
C2H5N3 (wB97M-V/def2-TZVPD)
C -1.58662 1.46763 -0.18505
C -0.45829 1.05876 -0.17453
N 0.85325 0.04308 0.15261
N 1.03765 -0.65256 -0.96974
N 0.53286 -0.79811 1.20125
H -2.59869 1.67229 -0.11017
H 1.61512 0.05773 -1.62601
H 0.09801 -1.02566 -1.30662
H -0.15841 -1.46475 0.95635
H 0.66511 -0.35841 2.06191
```

Structure (SMILES): C#CN(N)N
HOMO level, eV: -9.1
Frontier orbital gap, eV: 9.97
Molar mass, g/mol: 71.1

(4)
Below is a 3-piece molecular cluster, C4H8O2 overall at a distorted geometry, with properties calculated with wB97M-V/def2-TZVPD.

The geometry in XYZ format:
```
14
C4H8O2 (wB97M-V/def2-TZVPD)
C 0.22024 -2.36236 -0.24520
O 0.08220 -1.13140 -0.79828
C 0.09843 -0.15407 0.14296
C -0.27444 1.16659 -0.50291
C -0.14961 2.42219 0.23251
O 0.74769 2.12241 -0.82020
H 0.05610 -3.10492 -1.05125
H 1.16584 -2.51574 0.29036
H -0.64219 -2.11782 0.89198
H 1.02349 -0.10707 0.73368
H -0.72429 -0.92982 1.12656
H -1.03158 1.08892 -1.28570
H 0.29466 2.40009 1.22798
H -0.86654 3.22301 0.05751
```

HOMO level, eV: -10.0
Frontier orbital gap, eV: 10.95
Molar mass, g/mol: 88.1

> What is the formula in the fourth record?

C4H8O2